Record 1
Below is 7 unconnected molecules or ions with the total composition C58H77BNO, with properties calculated with wB97M-V/def2-TZVPD.

Element x y z (Å)
C1 -1.4368 5.1248 2.6790
C2 -2.4057 5.2376 1.5017
C3 -1.8674 6.0251 0.3082
C4 -0.9673 5.2175 -0.6348
C5 -1.7352 4.0671 -1.2911
C6 -1.0081 3.4536 -2.4808
C7 -1.5889 2.1176 -2.9764
C8 -1.8727 1.0723 -1.8805
B1 -3.4523 0.6253 -1.7231
C9 -4.3499 1.8524 -1.0653
C10 -5.8404 1.5844 -0.9164
C11 -6.6466 2.8749 -0.8001
O1 -6.0320 0.6926 0.2103
C12 -7.1330 0.8587 1.0472
C13 -8.4913 0.4429 0.5221
C14 -8.7590 0.1950 -0.8205
C15 -10.0338 -0.1937 -1.2297
C16 -11.0598 -0.3489 -0.3057
C17 -10.7992 -0.1162 1.0433
C18 -9.5283 0.2739 1.4464
N1 -3.5537 -0.7253 -0.9537
C19 -3.1635 -0.6889 0.4382
C20 -1.7078 -1.0834 0.7111
C21 -1.3367 -0.7231 2.1596
C22 -0.8835 0.7309 2.2771
H1 -1.9015 4.5376 3.4732
H2 -1.2233 6.1174 3.0836
H3 -0.4953 4.6491 2.3995
H4 -3.3092 5.7342 1.8699
H5 -2.7215 4.2394 1.1919
H6 -1.3255 6.9030 0.6790
H7 -2.7122 6.3872 -0.2856
H8 -0.1263 4.7934 -0.0741
H9 -0.5554 5.8852 -1.3978
H10 -2.7186 4.4311 -1.6060
H11 -1.9146 3.2967 -0.5421
H12 0.0547 3.3227 -2.2406
H13 -1.0435 4.1822 -3.3016
H14 -0.8627 1.7130 -3.6921
H15 -2.4946 2.3171 -3.5601
H16 -1.3656 0.1392 -2.1470
H17 -1.4286 1.4052 -0.9324
H18 -3.8933 0.4428 -2.8784
H19 -3.9634 2.1503 -0.0766
H20 -4.2373 2.7292 -1.7143
H21 -6.1561 1.0411 -1.8178
H22 -6.3848 3.4022 0.1221
H23 -7.7315 2.7387 -0.8177
H24 -6.3568 3.5232 -1.6263
H25 -6.9408 0.2239 1.9190
H26 -7.1919 1.8831 1.4360
H27 -7.9693 0.2898 -1.5526
H28 -10.2219 -0.3794 -2.2799
H29 -12.0490 -0.6602 -0.6160
H30 -11.5752 -0.2470 1.7871
H31 -9.3314 0.4387 2.5010
H32 -4.4716 -1.1372 -1.0350
H33 -3.7729 -1.3960 1.0214
H34 -3.3394 0.2969 0.9028
H35 -1.6009 -2.1606 0.5527
H36 -1.0295 -0.5646 0.0328
H37 -2.2438 -0.8420 2.7657
H38 -0.5872 -1.4010 2.5755
H39 -1.5957 1.3826 1.7642
H40 0.0847 0.8798 1.7929
H41 -0.8162 1.0676 3.3140
C23 2.3806 8.2410 2.9802
C24 2.3120 6.8619 2.8396
C25 2.4215 6.2836 1.5833
C26 2.6020 7.0859 0.4664
C27 2.6721 8.4652 0.6044
C28 2.5610 9.0430 1.8618
H42 2.2874 8.6905 3.9607
H43 2.1656 6.2348 3.7099
H44 2.3576 5.2090 1.4708
H45 2.6829 6.6327 -0.5133
H46 2.8089 9.0899 -0.2691
H47 2.6098 10.1193 1.9694
C29 -5.8154 -2.4310 6.4233
C30 -6.2231 -1.1047 6.3781
C31 -5.8476 -0.2995 5.3109
C32 -5.0677 -0.8197 4.2872
C33 -4.6603 -2.1455 4.3334
C34 -5.0333 -2.9511 5.4002
H48 -6.1077 -3.0597 7.2553
H49 -6.8344 -0.6983 7.1743
H50 -6.1641 0.7355 5.2751
H51 -4.7761 -0.1945 3.4513
H52 -4.0538 -2.5457 3.5307
H53 -4.7141 -3.9851 5.4342
C35 0.2604 -2.1575 -2.6642
C36 0.8425 -3.4019 -2.4656
C37 2.0727 -3.6958 -3.0387
C38 2.7266 -2.7412 -3.8045
C39 2.1518 -1.4918 -4.0016
C40 0.9188 -1.2036 -3.4318
H54 -0.7000 -1.9220 -2.2198
H55 0.3372 -4.1442 -1.8597
H56 2.5263 -4.6679 -2.8810
H57 3.6904 -2.9715 -4.2439
H58 2.6674 -0.7426 -4.5895
H59 0.4587 -0.2341 -3.5764
C41 7.0689 -2.7655 -1.4207
C42 6.0504 -3.2582 -2.2256
C43 6.3091 -4.2896 -3.1179
C44 7.5857 -4.8289 -3.2062
C45 8.6036 -4.3351 -2.4017
C46 8.3459 -3.3026 -1.5102
H60 6.8648 -1.9633 -0.7232
H61 5.0519 -2.8447 -2.1548
H62 5.5132 -4.6740 -3.7440
H63 7.7866 -5.6340 -3.9019
H64 9.6005 -4.7535 -2.4671
H65 9.1424 -2.9186 -0.8849
C47 1.7546 -6.0471 1.5432
C48 2.3451 -7.2870 1.7484
C49 3.5758 -7.5742 1.1737
C50 4.2182 -6.6201 0.3958
C51 3.6283 -5.3804 0.1920
C52 2.3958 -5.0942 0.7638
H66 0.7938 -5.8227 1.9885
H67 1.8448 -8.0303 2.3563
H68 4.0344 -8.5425 1.3316
H69 5.1790 -6.8409 -0.0524
H70 4.1290 -4.6363 -0.4149
H71 1.9351 -4.1284 0.5980
C53 13.6841 -4.9251 -2.6912
C54 12.5966 -4.3710 -3.3524
C55 12.1541 -3.0987 -3.0168
C56 12.8007 -2.3798 -2.0210
C57 13.8889 -2.9334 -1.3604
C58 14.3299 -4.2063 -1.6946
H72 14.0277 -5.9180 -2.9518
H73 12.0919 -4.9310 -4.1296
H74 11.3006 -2.6704 -3.5268
H75 12.4545 -1.3882 -1.7589
H76 14.3928 -2.3726 -0.5835
H77 15.1764 -4.6392 -1.1770

Atoms 1-3, force components in eV/Å:
C -0.21 0.05 -0.12
C -0.09 0.05 0.21
C 0.18 -0.06 -0.10

Calculated values
net charge: -1

Record 2
Below is 14 unconnected molecules or ions with the total composition C58H90N5O35P, with properties calculated with wB97M-V/def2-TZVPD.

Element x y z (Å)
C1 -17.4755 21.7967 15.4983
C2 -17.9705 21.2570 14.1395
C3 -19.5410 21.2439 14.0124
O1 -19.9140 20.5542 12.8259
C4 -21.1916 20.8918 12.2547
N1 -17.3016 22.0641 13.0039
H1 -17.3788 23.0707 13.0313
H2 -16.3164 21.8691 13.1110
H3 -17.5102 21.8347 12.0427
H4 -17.7023 21.0736 16.2817
H5 -17.9883 22.7182 15.7739
H6 -16.4335 22.0944 15.6155
H7 -17.5171 20.2658 14.1355
H8 -19.9608 22.2337 14.1918
H9 -19.9111 20.5728 14.7875
H10 -21.6090 20.0852 11.6519
H11 -21.1021 21.8155 11.6831
H12 -21.9749 21.0365 12.9988
P1 -14.3092 21.8035 12.0597
O2 -14.3314 23.3561 12.0123
O3 -13.0606 21.3820 11.2276
O4 -15.2860 21.7432 10.8054
O5 -14.9475 21.0216 13.2486
C5 -25.0757 22.9411 12.8499
O6 -25.3330 24.0105 11.9533
C6 -26.7470 24.4274 11.9312
C7 -27.0549 25.8876 11.4911
O7 -26.6177 26.8641 12.4302
C8 -27.3967 27.0017 13.6076
H13 -24.0191 22.6865 12.9325
H14 -25.4599 22.0193 12.4130
H15 -25.5684 23.1771 13.7931
H16 -27.1719 24.4398 12.9348
H17 -27.2357 23.7189 11.2623
H18 -28.1445 25.8975 11.4660
H19 -26.6119 26.1365 10.5267
H20 -28.3918 27.3118 13.2888
H21 -26.9624 27.7416 14.2800
H22 -27.4199 26.0322 14.1051
C9 -19.6758 24.6630 21.2476
O8 -19.8715 25.1655 19.9335
C10 -19.9182 24.2561 18.8510
C11 -18.7717 23.2349 18.7536
O9 -17.4593 23.8226 18.5822
C12 -16.3745 22.8675 18.5986
H23 -20.2690 25.3814 21.8134
H24 -18.6198 24.5579 21.4965
H25 -20.0953 23.6590 21.3116
H26 -19.8911 24.7464 17.8779
H27 -20.8923 23.7669 18.8454
H28 -18.9743 22.6169 17.8789
H29 -18.7921 22.5470 19.5988
H30 -16.3216 22.4978 19.6226
H31 -15.4062 23.2885 18.3279
H32 -16.5569 21.9664 18.0131
C13 -26.9807 19.5626 19.3612
O10 -26.2659 18.5982 18.5317
C14 -26.8197 18.6223 17.2171
C15 -26.2558 19.7801 16.2994
O11 -24.8702 19.5725 16.1726
C16 -24.3630 20.4791 15.1427
H33 -26.6173 19.3916 20.3745
H34 -28.0247 19.2520 19.4020
H35 -26.6886 20.4992 18.8862
H36 -27.9078 18.5618 17.2361
H37 -26.5916 17.6394 16.8049
H38 -26.5317 20.7048 16.8062
H39 -26.7133 19.7102 15.3125
H40 -23.2829 20.3379 15.1819
H41 -24.4272 21.5584 15.2810
H42 -24.6111 20.2340 14.1100
C17 -16.7973 24.6584 8.6327
O12 -15.9105 24.3061 9.4199
N2 -18.0830 24.7133 8.9843
C18 -19.1501 24.8499 7.9941
C19 -18.5909 24.3664 10.3987
H43 -16.6403 25.1082 7.6401
H44 -19.8466 25.6783 8.1235
H45 -19.8271 23.9964 8.0286
H46 -18.8754 24.8149 6.9399
H47 -19.2139 25.2371 10.6032
H48 -19.1663 23.4476 10.2856
H49 -17.7711 24.2929 11.1133
C20 -21.0619 15.5109 16.3202
O13 -20.3159 15.0790 15.4686
N3 -21.1114 16.8700 16.5303
C21 -21.7297 17.3794 17.8128
C22 -20.5143 17.9434 15.7486
H50 -21.5764 14.9025 17.0800
H51 -22.4353 18.1446 17.4892
H52 -21.0166 17.8168 18.5115
H53 -22.2817 16.5507 18.2563
H54 -20.4325 17.5530 14.7342
H55 -21.1276 18.8430 15.8006
H56 -19.4850 18.1273 16.0565
C23 -17.7502 26.3803 13.9670
O14 -17.9876 25.2295 13.5725
N4 -17.6142 26.6855 15.3032
C24 -17.5306 28.0632 15.6356
C25 -17.4053 25.7110 16.3752
H57 -17.6679 27.2879 13.3491
H58 -17.4025 28.2001 16.7094
H59 -18.5099 28.4671 15.3788
H60 -16.7066 28.6144 15.1823
H61 -16.4271 25.9218 16.8072
H62 -18.1549 26.0060 17.1094
H63 -17.3570 24.7009 15.9683
C26 -16.1668 17.7364 16.3891
O15 -17.1231 18.4458 16.2489
N5 -16.1566 16.6324 17.1722
C27 -14.9929 15.7866 17.2540
C28 -17.3648 16.1764 17.8866
H64 -15.2440 17.9369 15.8229
H65 -14.1472 16.3856 16.9164
H66 -15.1632 14.9153 16.6216
H67 -14.5720 15.5462 18.2303
H68 -18.3378 16.5234 17.5388
H69 -17.4540 15.0902 17.8689
H70 -17.2997 16.5382 18.9128
C29 -20.0512 18.8145 8.9659
C30 -19.2973 17.7434 9.1148
C31 -17.9150 17.7817 9.6772
O16 -17.2588 16.8212 9.8916
C32 -17.4391 19.1414 9.8951
C33 -18.2202 20.2027 9.6990
C34 -19.6496 20.2169 9.2315
O17 -20.4426 21.1419 9.2868
O18 -17.6676 21.4585 10.0082
O19 -19.7648 16.5079 8.7269
H71 -20.9705 18.6207 8.4334
H72 -16.4728 19.3252 10.3410
H73 -16.7698 21.4620 10.3480
H74 -19.1118 15.8873 9.0585
C35 -13.1110 22.4193 15.5601
C36 -13.6995 21.4009 16.2171
C37 -13.4782 21.1190 17.6973
O20 -13.9675 20.1602 18.2831
C38 -12.6016 22.0778 18.3593
C39 -12.0888 23.1668 17.6764
C40 -12.1899 23.3588 16.3118
O21 -11.4657 24.0855 15.5827
O22 -11.3593 24.1258 18.2849
O23 -14.4511 20.4059 15.6106
H75 -13.2295 22.3921 14.4869
H76 -12.3955 21.9715 19.4141
H77 -11.4035 24.8844 17.6982
H78 -14.5938 20.6597 14.6958
C41 -16.2326 17.7833 13.0156
C42 -14.8898 17.5693 12.9974
C43 -14.2238 16.2360 13.1366
O24 -13.0276 16.0303 12.9645
C44 -15.1637 15.2543 13.6096
C45 -16.4807 15.4345 13.6994
C46 -17.1809 16.7051 13.2902
O25 -18.3817 16.8737 13.3516
O26 -17.3149 14.4664 14.2343
O27 -14.0610 18.6296 12.9617
H79 -16.4871 18.8329 13.0072
H80 -14.7559 14.2843 13.8529
H81 -18.0976 14.9385 14.5277
H82 -14.5465 19.4576 12.9754
C47 -23.5385 21.7755 19.5347
C48 -23.1816 22.0455 18.2601
C49 -21.9703 21.5672 17.5963
O28 -21.5600 21.9174 16.5373
C50 -21.1505 20.7511 18.5088
C51 -21.5161 20.4394 19.7677
C52 -22.8164 20.8836 20.3757
O29 -23.1522 20.7346 21.5321
O30 -20.7453 19.7236 20.5988
O31 -24.0221 22.8474 17.5458
H83 -24.4889 22.1436 19.8920
H84 -20.1547 20.3905 18.2975
H85 -20.9282 19.9382 21.5164
H86 -23.4744 23.1415 16.8143
C53 -25.2445 24.0693 8.2690
C54 -24.9402 22.9591 8.8968
C55 -23.7977 22.8377 9.7755
O32 -23.5220 21.8021 10.3918
C56 -23.0070 24.0672 9.8160
C57 -23.3529 25.2355 9.1781
C58 -24.6155 25.3859 8.4601
O33 -25.1604 26.4812 8.0957
O34 -22.6275 26.3896 9.3177
O35 -25.5782 21.8405 8.4766
H87 -26.1171 24.0951 7.6332
H88 -22.1322 24.1922 10.4369
H89 -23.0947 27.0040 8.7470
H90 -25.3700 21.0507 8.9809

Atoms 1-3, force components in eV/Å:
C -0.94 0.84 0.21
C 0.04 1.14 -0.23
C 1.28 -1.53 0.30

Calculated values
net charge: -2

no.,HOMO level (eV),calculated total energy (Ha),Kohn-Sham gap (Eh)
1,-3.83,-2411.14686,0.2119
2,-0.26,-5512.26606,0.0488